16
Properties=species:S:1:pos:R:3 method="wB97M-V/def2-TZVPD" homo_ev=-9.99 e_tot_ev=-27467.41640 fmax_ev_per_a=4.811 orbital_gap_ev=9.2 smiles="O=C(c1cccs1)[C@@H](F)[N+](=O)[O-]"
O -1.72 -2.90 0.39
C -1.45 -1.72 0.32
C -0.18 -1.15 0.02
C 0.07 0.20 -0.09
C 1.46 0.43 -0.29
C 2.16 -0.67 -0.42
S 1.21 -2.12 -0.32
C -2.86 -0.51 0.60
F -2.49 0.31 1.59
N -3.16 0.16 -0.64
O -3.96 -0.47 -1.30
O -2.62 1.22 -0.87
H -0.53 1.08 0.02
H 2.00 1.34 -0.38
H 3.19 -0.68 -0.54
H -3.64 -1.03 1.02